Record 1
16
Properties=species:S:1:pos:R:3:lowdin_charge:R:1 method="wB97M-V/def2-TZVPD" e_tot_ev=-4342.037 lumo_energy_ev=1.1 smiles=CC.CC gap_ev=12.692
C -2.05190 0.55933 0.47836 -0.1728
C -1.89097 0.47085 -1.04884 -0.1715
H -1.72979 -0.35045 0.97955 0.0477
H -1.68436 1.52727 0.81729 0.0630
H -3.13140 0.58423 0.72133 0.0643
H -2.32352 1.39042 -1.46106 0.0598
H -2.51366 -0.28192 -1.50505 0.0548
H -0.85210 0.47026 -1.38805 0.0538
C 2.45868 0.06725 0.23352 -0.1645
C 1.59360 -1.23719 0.32943 -0.1436
H 3.52784 -0.12528 0.18073 0.0573
H 2.13026 0.72669 -0.58247 0.0555
H 2.19069 0.70631 1.07476 0.0514
H 0.54502 -0.99059 0.49859 0.0377
H 1.82780 -1.77879 1.23689 0.0546
H 1.90384 -1.73838 -0.56497 0.0524

=====

Record 2
16
Properties=species:S:1:pos:R:3:lowdin_charge:R:1 method="wB97M-V/def2-TZVPD" e_tot_ev=-4342.156 lumo_energy_ev=1.0 smiles=CC.CC gap_ev=12.580
C 2.35526 -0.69477 1.43107 -0.1616
C 2.80875 0.76745 1.14701 -0.1612
H 2.65244 -0.98148 2.44232 0.0539
H 1.27080 -0.65541 1.41677 0.0513
H 2.79418 -1.46617 0.80489 0.0553
H 1.94416 1.31165 0.75824 0.0517
H 2.92791 1.24361 2.12143 0.0576
H 3.63035 0.89228 0.45827 0.0533
C -2.79303 -0.31818 -0.61114 -0.1697
C -2.35246 0.23650 -1.97580 -0.1733
H -2.16034 -1.15642 -0.33641 0.0553
H -2.65333 0.41474 0.18918 0.0571
H -3.85730 -0.53172 -0.62580 0.0592
H -2.78792 1.22784 -2.11370 0.0577
H -2.75342 -0.40805 -2.75822 0.0573
H -1.28488 0.34413 -2.15225 0.0562

=====

Record 3
16
Properties=species:S:1:pos:R:3:lowdin_charge:R:1 method="wB97M-V/def2-TZVPD" e_tot_ev=-4341.466 lumo_energy_ev=1.2 smiles=CC.CC gap_ev=12.280
C -0.93709 0.10734 -1.74057 -0.1792
C -1.24001 1.38981 -0.95126 -0.1494
H -0.09409 0.26286 -2.37501 0.0602
H -0.93783 -0.82643 -1.17769 0.0477
H -1.67660 -0.14419 -2.40954 0.0249
H -1.70468 1.21391 -0.00219 0.0429
H -0.25102 1.84724 -0.76867 0.0699
H -2.00370 2.00856 -1.46126 0.0701
C 0.74219 -1.09790 0.78586 -0.1742
C 1.43426 -0.36721 1.89294 -0.1761
H 0.83497 -2.19522 0.88148 0.0740
H -0.32826 -0.83723 0.83658 0.0576
H 1.21372 -0.83285 -0.18868 0.0785
H 2.09037 -1.07617 2.34009 0.0559
H 0.99700 0.03491 2.77867 0.0587
H 1.86078 0.51257 1.55925 0.0384

=====

Record 4
16
Properties=species:S:1:pos:R:3:lowdin_charge:R:1 method="wB97M-V/def2-TZVPD" e_tot_ev=-4342.249 lumo_energy_ev=1.1 smiles=CC.CC gap_ev=12.640
C -1.67867 0.10019 -2.43453 -0.1688
C -1.06323 1.07990 -1.42991 -0.1567
H -1.60270 0.39253 -3.47646 0.0584
H -1.28186 -0.91278 -2.36072 0.0584
H -2.72536 -0.04195 -2.24772 0.0473
H -1.66992 1.27930 -0.55297 0.0615
H -0.81872 2.01635 -1.93264 0.0611
H -0.11022 0.65708 -1.10650 0.0391
C 1.60412 -0.40531 1.24266 -0.1750
C 1.11660 -0.80542 2.62269 -0.1778
H 1.38472 0.66469 1.14345 0.0617
H 2.66986 -0.49497 1.08384 0.0601
H 1.06273 -0.90105 0.45448 0.0479
H 1.42830 -1.82986 2.89124 0.0619
H 1.56462 -0.22485 3.42303 0.0594
H 0.03478 -0.89672 2.69987 0.0615

=====

Record 5
16
Properties=species:S:1:pos:R:3:lowdin_charge:R:1 method="wB97M-V/def2-TZVPD" e_tot_ev=-4342.385 lumo_energy_ev=1.1 smiles=CC.CC gap_ev=12.811
C -0.49479 -2.16807 -0.83514 -0.1675
C 0.54632 -2.00116 -1.93895 -0.1684
H -0.28129 -3.04466 -0.23273 0.0572
H -0.42800 -1.34375 -0.12732 0.0360
H -1.53074 -2.22390 -1.17494 0.0644
H 1.52202 -2.32302 -1.56261 0.0629
H 0.67268 -0.93867 -2.18608 0.0587
H 0.28645 -2.49937 -2.86960 0.0576
C -0.25715 1.47826 0.93288 -0.1832
C 0.15046 2.64367 1.82610 -0.1734
H -0.86599 0.70671 1.38932 0.0544
H -0.78806 1.83315 0.05378 0.0623
H 0.64310 0.98484 0.57056 0.0556
H -0.60492 3.43803 1.86491 0.0619
H 1.05960 3.10067 1.43136 0.0599
H 0.37030 2.35727 2.85848 0.0614

=====

Record 6
16
Properties=species:S:1:pos:R:3:lowdin_charge:R:1 method="wB97M-V/def2-TZVPD" e_tot_ev=-4341.912 lumo_energy_ev=1.1 smiles=CC.CC gap_ev=12.537
C 0.73543 1.62626 -0.97363 -0.1530
C 1.43237 2.51546 0.09419 -0.1676
H 0.49243 0.66869 -0.50552 0.0442
H -0.15770 2.08927 -1.37438 0.0576
H 1.45852 1.38301 -1.75221 0.0573
H 0.69262 3.27712 0.34689 0.0556
H 2.39035 2.90529 -0.26745 0.0564
H 1.78232 2.09409 1.03990 0.0548
C -1.03791 -2.40438 -0.23219 -0.1902
C -1.13701 -1.70241 1.08796 -0.1837
H -0.12452 -2.89726 -0.56467 0.0611
H -1.71659 -3.27540 -0.28021 0.0625
H -1.40435 -1.85279 -1.10573 0.0615
H -1.55189 -0.69427 1.09368 0.0615
H -1.68299 -2.25595 1.85229 0.0597
H -0.15263 -1.61896 1.56258 0.0620

=====

Record 7
16
Properties=species:S:1:pos:R:3:lowdin_charge:R:1 method="wB97M-V/def2-TZVPD" e_tot_ev=-4341.776 lumo_energy_ev=1.1 smiles=CC.CC gap_ev=12.428
C -1.98967 0.72627 1.30155 -0.1458
C -1.05294 1.29556 2.44649 -0.1632
H -2.87289 0.27960 1.72914 0.0511
H -2.12722 1.60288 0.68480 0.0548
H -1.39288 -0.09877 0.90910 0.0481
H -1.46027 2.27091 2.69483 0.0515
H -0.01826 1.38650 2.13017 0.0501
H -1.07696 0.59810 3.28286 0.0540
C 1.88777 -0.34679 -1.82840 -0.1774
C 1.10821 -1.65316 -1.94369 -0.1695
H 1.50432 0.37770 -2.53776 0.0568
H 1.87359 0.06435 -0.81222 0.0555
H 2.97031 -0.39002 -1.95042 0.0574
H 1.70544 -2.57893 -1.99801 0.0610
H 0.50450 -1.79534 -1.05517 0.0539
H 0.72304 -1.70796 -2.96198 0.0617

=====

Record 8
16
Properties=species:S:1:pos:R:3:lowdin_charge:R:1 method="wB97M-V/def2-TZVPD" e_tot_ev=-4342.020 lumo_energy_ev=1.1 smiles=CC.CC gap_ev=12.636
C -0.94650 1.38943 -2.51317 -0.1762
C -0.35552 -0.02646 -2.47574 -0.1639
H -0.33058 2.11197 -3.06279 0.0605
H -1.91776 1.51218 -2.97541 0.0524
H -1.00182 1.79059 -1.49898 0.0564
H -1.16249 -0.73481 -2.30459 0.0588
H 0.36932 -0.00403 -1.66081 0.0544
H 0.22762 -0.35664 -3.33427 0.0576
C 0.45975 0.04396 2.58090 -0.1733
C 0.87543 -1.43157 2.41182 -0.1611
H -0.13711 0.24600 1.68566 0.0474
H -0.27117 0.22688 3.37309 0.0572
H 1.20850 0.82408 2.67412 0.0565
H 0.81220 -1.97563 3.35711 0.0564
H 1.95710 -1.45186 2.26956 0.0598
H 0.23640 -1.85988 1.65297 0.0572